No. 1
C15H31BrP2Pt | wB97M-V/def2-TZVPD

Computed properties:
E = -107898.5752 eV
HOMO (alpha / beta) = -12.2458 / -14.7278 eV
spin multiplicity = 5
ΔE to the lowest compared entry with this formula, charge and spin = 87.98 kcal per mole
⟨S²⟩ = 6.02
total charge = +2
Kohn-Sham gap (alpha / beta) = 6.02 / 5.24 eV
largest force on an atom = 3.48 eV/A

Last column: Mulliken charge in e.
Element x y z (Å)
Pt (-0.3858, 2.8364, -0.3622)  0.776
Br (0.4610, 0.3316, -1.8940)  -0.328
P (-0.6556, 0.3673, -3.9416)  0.340
P (-0.6820, 3.1140, 1.8249)  0.468
C (-2.1468, 4.2760, -3.4690)  -0.051
C (0.3590, 1.2707, -5.1958)  -1.118
C (-3.3333, 5.5890, -1.4272)  -0.981
C (-3.1399, 5.3096, -2.9789)  -1.078
C (0.2267, 1.4792, 1.9385)  -1.109
C (-2.3747, 3.3633, 2.3313)  -1.111
C (-0.4539, 6.4509, -2.0871)  -1.089
C (-0.8140, 4.4887, -3.7053)  -0.095
C (-2.1468, 5.2830, -0.6079)  0.430
C (-0.0977, 5.7375, -3.4386)  -0.795
C (-1.9450, 2.3335, -1.7337)  -0.217
C (0.0310, 4.7987, 2.1748)  -1.152
C (-0.8528, 5.5786, -0.8711)  0.604
C (-2.0506, -0.6558, -4.6247)  -0.996
C (-1.8322, 1.4555, -3.0240)  -0.183
H (0.3698, 4.7268, 3.2305)  0.444
H (1.0129, 2.0774, -4.7946)  0.403
H (-2.4893, 4.4367, 2.2878)  0.539
H (-0.3679, 0.6894, 1.4480)  0.433
H (-0.2465, 6.4930, -4.2082)  0.366
H (-2.3580, 4.7076, 0.2998)  -0.462
H (-1.7648, 3.3939, -2.1352)  -0.227
H (1.2735, 1.3697, 1.5591)  0.402
H (-2.7053, 3.3503, -3.7478)  1.046
H (-2.7678, 0.8535, -3.1696)  0.153
H (0.1547, 1.5882, 3.0643)  0.360
H (-0.8839, 5.4456, 2.0942)  0.433
H (-1.4844, 2.2162, -3.7646)  -0.042
H (-2.4344, 3.0623, 3.3758)  0.430
H (-2.2418, -0.3091, -5.6633)  0.370
H (1.0109, 0.4283, -5.5105)  0.385
H (-2.9795, -0.5760, -3.9704)  0.453
H (-0.1990, 1.6126, -6.0907)  0.428
H (-4.1341, 4.8727, -3.2797)  0.417
H (-2.9934, 2.5315, -1.3513)  0.336
H (-0.1624, 3.7486, -4.0981)  -0.201
H (0.9770, 5.5430, -3.3800)  0.427
H (0.4958, 6.9362, -1.7679)  0.496
H (-3.0083, 6.2534, -3.5839)  0.398
H (-3.0890, 2.8755, 1.6801)  0.329
H (-0.0430, 5.4596, -0.1028)  -0.370
H (-4.1767, 4.9731, -1.1271)  0.440
H (-3.6665, 6.6211, -1.4505)  0.343
H (0.8091, 5.0526, 1.4048)  0.490
H (-1.5892, -1.6620, -4.5516)  0.346
H (-1.2161, 7.2486, -2.3005)  0.320



No. 2
C5H8N2O3S | wB97M-V/def2-TZVPD

Computed properties:
E = -25269.9655 eV
HOMO (alpha / beta) = -9.1741 / -9.1747 eV
spin multiplicity = 1
ΔE to the lowest compared entry with this formula, charge and spin = 62.40 kcal per mole
total charge = 0
Kohn-Sham gap (alpha / beta) = 7.89 / 7.89 eV
largest force on an atom = 3.27 eV/A

Last column: natural (NBO) charge in e.
Element x y z (Å)
S (-2.2695, 0.7439, 0.7503)  -0.296
O (-0.7049, -1.5958, 1.9648)  -0.442
O (0.6254, 0.3084, -0.7190)  -0.489
O (1.4790, 0.0136, 1.3479)  -0.548
N (-1.9043, -2.6068, 0.3273)  -0.109
N (-1.2924, -1.6679, -0.1901)  -0.152
C (-1.6771, -2.6111, 1.7399)  -0.006
C (-0.6005, -0.9689, 0.7922)  0.404
C (1.7726, 1.0579, -1.1377)  -0.081
C (0.6161, -0.1461, 0.5272)  0.728
C (1.3412, 2.4137, -1.6722)  -0.627
H (-1.3096, -3.5791, 2.0926)  0.217
H (0.9217, 3.0247, -0.8758)  0.218
H (-1.8964, 1.1304, -0.4621)  0.131
H (2.2618, 0.4704, -1.9189)  0.188
H (2.4525, 1.1677, -0.2852)  0.214
H (2.2051, 2.9240, -2.0904)  0.220
H (0.5938, 2.2886, -2.4528)  0.215
H (-2.6146, -2.3677, 2.2618)  0.216



No. 3
C2H5NOS | wB97M-V/def2-TZVPD

Computed properties:
structure (SMILES) = CSNC=O
E = -16525.5363 eV
HOMO = -8.7340 eV
spin multiplicity = 1
ΔE to the lowest compared entry with this formula, charge and spin = 65.61 kcal per mole
total charge = 0
Kohn-Sham gap = 9.24 eV
largest force on an atom = 7.13 eV/A

Last column: natural (NBO) charge in e.
Element x y z (Å)
S (0.7690, -0.2177, -0.9920)  0.421
O (-0.5414, -1.4022, 1.6022)  -0.574
N (0.7910, 0.1471, 0.6266)  -0.832
C (-0.7446, 0.4678, -1.6451)  -0.820
C (0.3569, -0.5862, 1.7342)  0.507
H (0.7029, -0.3702, 2.8574)  0.150
H (-0.8262, 1.6013, -1.7906)  0.232
H (-1.1520, -0.2743, -2.4688)  0.258
H (-1.3305, 0.1772, -0.6269)  0.251
H (1.9749, 0.4573, 0.7030)  0.407



No. 4
H32O16 | wB97M-V/def2-TZVPD

Computed properties:
E = -33278.6772 eV
HOMO = -9.9356 eV
spin multiplicity = 1
ΔE to the lowest compared entry with this formula, charge and spin = 144.28 kcal per mole
total charge = 0
Kohn-Sham gap = 8.92 eV
largest force on an atom = 2.94 eV/A

Last column: natural (NBO) charge in e.
Element x y z (Å)
O (-1.5013, 3.4435, -0.5327)  -0.934
O (0.8889, 2.5335, -0.7160)  -0.935
O (-1.0555, -0.6948, -3.0185)  -0.943
O (0.7038, -2.4336, 2.7815)  -0.989
O (-2.6128, -1.2360, 2.1135)  -0.997
O (-0.8126, -2.6324, 0.4818)  -0.982
O (0.2256, -0.1440, -0.4610)  -0.986
O (-2.4669, 1.5193, -2.3733)  -0.963
O (-2.8247, 2.0091, 1.3814)  -0.954
O (2.1093, -1.8195, -2.0916)  -0.968
O (1.8377, 0.7067, -2.6952)  -0.971
O (4.3389, -0.3208, -0.3525)  -0.955
O (-0.7305, 0.7241, 2.2313)  -0.972
O (2.5538, -2.9452, 0.3031)  -0.981
O (-2.9422, -0.2360, -0.4275)  -0.947
O (1.9280, 0.0905, 1.6617)  -0.950
H (-0.8705, -0.1660, -2.2519)  0.471
H (3.4250, -0.5416, -0.1867)  0.481
H (1.8083, 1.4890, -3.2158)  0.489
H (-3.7754, -0.3168, -0.9045)  0.492
H (-2.0523, 3.0328, 0.1093)  0.472
H (1.9635, -0.8767, -2.1876)  0.505
H (2.5338, -2.6351, -0.6054)  0.476
H (-0.2421, 0.6129, -0.0840)  0.478
H (-1.9314, -0.5066, 2.0678)  0.493
H (0.2190, 0.6121, 2.4068)  0.514
H (-3.3615, -1.0944, 1.5170)  0.490
H (2.2873, 0.9881, 1.6466)  0.475
H (4.8209, -1.0394, -0.6694)  0.473
H (-2.3459, 0.9831, -1.5745)  0.454
H (-0.7451, -1.7924, 0.0574)  0.482
H (-2.2316, 2.3930, -2.0558)  0.476
H (2.0374, -3.7649, 0.2578)  0.477
H (0.6495, 2.8703, 0.1552)  0.454
H (-1.9456, 2.0018, 1.7208)  0.480
H (2.4094, -0.1849, 2.4212)  0.505
H (-0.9212, 1.0970, 3.0921)  0.480
H (-0.6837, -1.5736, -2.8496)  0.468
H (0.4642, -1.9514, 1.9571)  0.495
H (-3.0412, 0.5690, 0.0457)  0.479
H (1.0355, -0.3415, 0.0511)  0.510
H (-1.5265, -2.4539, 1.0987)  0.487
H (1.7950, 2.8406, -0.8018)  0.497
H (1.2927, 0.8527, -1.9235)  0.498
H (3.0413, -1.9887, -2.2899)  0.468
H (0.1814, -3.2117, 2.9265)  0.480
H (-3.2438, 2.4569, 2.1169)  0.489
H (-0.6858, 3.0761, -0.3340)  0.439



No. 5
H2N4O2 | wB97M-V/def2-TZVPD

Computed properties:
structure (SMILES) = O/N=N\O.N#N
E = -10084.7325 eV
HOMO = -10.8286 eV
spin multiplicity = 1
ΔE to the lowest compared entry with this formula, charge and spin = 10.70 kcal per mole
total charge = 0
Kohn-Sham gap = 11.66 eV
largest force on an atom = 3.28 eV/A

Last column: natural (NBO) charge in e.
Element x y z (Å)
O (0.2510, -0.1569, 0.4349)  -0.587
O (-1.1243, 0.5917, -1.4907)  -0.555
N (1.6241, -2.9385, -1.5638)  0.022
N (1.6415, -2.4517, -0.5690)  -0.031
N (-0.2940, -1.1350, -0.3961)  0.049
N (-0.9505, -0.7227, -1.3136)  0.120
H (0.8833, -0.7503, 0.8729)  0.496
H (-0.4926, 1.2311, -1.1456)  0.486